Record 1
This record from the Open Molecules 2025 dataset describes an isolated molecule of C5H6O. The level of theory is the ωB97M-V functional and the def2-TZVPD basis.

For the HOMO energy, the calculation gives -9.8511 eV. Its total charge is 0. Its SMILES is C#C[C@@H]1O[C@H]1C. The calculation puts the LUMO energy at 1.0 eV. The calculation puts the relative energy (zero: lowest compared OMol25 entry of this formula, charge and spin) at 78.7 kcal/mol.

Each line ends with the Löwdin charge.
Atoms and positions in Å:
C  -1.249276  -2.706943  -0.943789  0.144
C  -0.847923  -1.617074  -0.578002  -0.034
C  -0.190333  -0.587212  0.186358  -0.300
O  -0.876471  0.184126  1.163056  0.017
C  -0.254774  0.886730  0.103450  -0.284
C  1.051929  1.682457  0.413126  -0.021
H  -1.638283  -3.481350  -1.468959  -0.006
H  0.730126  -0.931341  0.498358  0.118
H  -0.842137  1.203226  -0.660908  0.107
H  1.502695  1.110732  1.265352  0.094
H  0.823534  2.749290  0.460114  0.069
H  1.790913  1.507357  -0.438156  0.096

Atoms 1-3, force components in eV/Å:
1.3 3.7 1.0
-0.8 -1.6 0.0
-0.8 0.8 -0.4


Record 2
This record from the Open Molecules 2025 dataset describes the ion C26H32NO5 with charge +1. The level of theory is the ωB97M-V functional and the def2-TZVPD basis.

For the HOMO energy, the calculation gives -9.8642 eV. Its total charge is +1. Its SMILES is CCOC(=O)[C@@H](C=[N+]1CCOCC1)[C@@H](/C=C/c1ccc(OC)cc1)c1ccc(OC)cc1. The calculation puts the LUMO energy at -4.4 eV.

Each line ends with the Löwdin charge.
Atoms and positions in Å:
C  -2.430199  2.790969  3.900841  -0.063
C  -1.594159  1.547944  3.838690  -0.204
O  -0.869834  1.599738  2.592588  0.028
C  -0.016376  0.588891  2.447443  -0.497
O  0.073001  -0.356295  3.210738  0.115
C  0.921737  0.736294  1.223014  -0.119
C  2.241590  0.911809  1.926221  0.122
N  3.350598  1.424258  1.387177  0.007
C  3.507270  1.307126  -0.049821  -0.096
C  4.881380  1.689689  -0.553410  -0.156
O  5.424623  2.783002  0.176633  -0.106
C  5.645721  2.436516  1.540915  -0.167
C  4.379013  2.034005  2.281911  -0.060
C  0.633942  -0.449036  0.318172  -0.211
C  -0.869518  -0.708659  0.295003  -0.069
C  -1.509308  -1.743276  0.895852  -0.022
C  -2.842684  -2.229464  0.544538  -0.219
C  -3.425668  -3.280685  1.304959  -0.031
C  -4.654749  -3.810719  0.981564  0.002
C  -5.396640  -3.274831  -0.100930  -0.260
O  -6.650290  -3.778541  -0.270928  -0.086
C  -7.535555  -3.161887  -1.237089  -0.055
C  -4.821780  -2.255510  -0.896919  -0.012
C  -3.570339  -1.749572  -0.570263  -0.025
C  1.108711  -0.336597  -1.147405  -0.207
C  2.209844  -1.099997  -1.576899  -0.067
C  2.779882  -0.895900  -2.821591  0.006
C  2.157737  -0.018769  -3.738359  -0.264
O  2.838454  0.284067  -4.878205  -0.091
C  2.232050  1.087822  -5.924499  -0.046
C  0.905758  0.537301  -3.402064  0.002
C  0.387377  0.381105  -2.114120  -0.020
H  -2.708785  3.023850  4.930947  0.087
H  -1.901211  3.648200  3.478216  0.084
H  -3.343830  2.666575  3.316323  0.084
H  -0.887213  1.504969  4.676141  0.133
H  -2.217694  0.645484  3.838886  0.138
H  0.632033  1.692666  0.730411  0.185
H  2.211788  0.816342  3.022226  0.168
H  3.366813  0.254463  -0.305284  0.106
H  2.725097  1.888403  -0.569814  0.157
H  5.522660  0.791307  -0.500076  0.140
H  4.794709  2.020253  -1.600665  0.147
H  6.373326  1.618508  1.613339  0.132
H  6.065941  3.353726  1.966840  0.142
H  3.954223  2.937399  2.744355  0.144
H  4.618380  1.327246  3.083541  0.143
H  1.120896  -1.314484  0.775400  0.153
H  -1.417835  0.009225  -0.309214  0.099
H  -1.044005  -2.250835  1.754081  0.123
H  -2.865195  -3.667371  2.158163  0.116
H  -5.086625  -4.618041  1.562152  0.121
H  -8.490103  -3.670432  -1.093187  0.094
H  -7.638532  -2.088727  -1.033304  0.095
H  -7.189151  -3.305811  -2.269471  0.094
H  -5.390256  -1.857639  -1.746036  0.108
H  -3.143212  -0.957131  -1.193679  0.109
H  2.681501  -1.813496  -0.888758  0.130
H  3.712080  -1.365887  -3.117538  0.126
H  3.044872  1.252537  -6.639776  0.096
H  1.416558  0.523385  -6.403139  0.102
H  1.863105  2.059172  -5.554967  0.093
H  0.321175  1.092332  -4.135387  0.111
H  -0.593100  0.793016  -1.874481  0.112

Atoms 1-3, force components in eV/Å:
-0.5 0.4 -0.2
-0.5 0.0 0.4
0.9 -0.5 -0.2


Record 3
This record from the Open Molecules 2025 dataset describes a cluster of 2 separate species, H2N3O2S in total. The level of theory is the ωB97M-V functional and the def2-TZVPD basis.

For the HOMO energy (alpha / beta), the calculation gives -3.5583 / -3.5530 eV. Its total charge is -1. The calculation puts the LUMO energy (alpha / beta) at 3.9 / 3.9 eV. The calculation puts the relative energy (zero: lowest compared OMol25 entry of this formula, charge and spin) at 116.4 kcal/mol.

Each line ends with the Löwdin charge.
Atoms and positions in Å:
N  0.085399  0.302903  0.224331  0.093
N  -1.154756  0.832513  -0.236239  -0.457
N  -2.238335  0.259063  0.053207  -0.587
O  -1.160997  1.924710  -0.821203  -0.089
O  -3.824732  1.241468  -0.346055  -0.355
S  -2.306174  -0.996876  1.057200  0.398
H  -0.269714  -0.500321  0.602780  -0.115
H  0.358087  0.776528  1.124756  0.113

Atoms 1-3, force components in eV/Å:
0.7 2.5 -0.3
-0.4 2.3 -0.1
-2.8 2.2 -1.0


Record 4
This record from the Open Molecules 2025 dataset describes a structure of composition C3H7CaO2. The level of theory is the ωB97M-V functional and the def2-TZVPD basis.

For the HOMO energy (alpha / beta), the calculation gives -7.9300 / -8.0107 eV. As for the multiplicity: 2. Its total charge is 0. Its expectation value of S² is 0.755. The calculation puts the LUMO energy (alpha / beta) at 0.0 / 0.0 eV. The calculation puts the relative energy (zero: lowest compared OMol25 entry of this formula, charge and spin) at 35.1 kcal/mol.

Each line ends with the Mulliken spin population.
Atoms and positions in Å:
C  0.356601  -1.858324  0.020985  0.052
C  -0.672872  -0.752848  0.044769  0.002
O  0.070631  0.505781  0.165557  -0.001
C  -0.635126  1.713470  0.012037  0.004
Ca  2.024036  -0.402830  0.109426  0.001
H  0.256022  -2.531108  0.884164  -0.004
H  0.292436  -2.457568  -0.898016  -0.002
H  -1.339127  -0.769108  0.922800  0.002
H  -1.290612  -0.683438  -0.865456  0.001
H  0.163467  2.468279  -0.318969  -0.003
H  -1.458904  1.620853  -0.711300  0.000
O  3.268637  1.125239  -0.355320  0.948
H  -1.035193  2.021608  0.989320  0.001

Atoms 1-3, force components in eV/Å:
-1.7 -1.6 -0.1
-0.4 -0.5 0.3
-0.4 0.3 -0.3


Record 5
This record from the Open Molecules 2025 dataset describes the ion C26H37O3Si with charge +1. The level of theory is the ωB97M-V functional and the def2-TZVPD basis.

For the HOMO energy, the calculation gives -9.9799 eV. Its total charge is +1. The calculation puts the LUMO energy at -4.7 eV.

Each line ends with the Löwdin charge.
Atoms and positions in Å:
C  -5.751638  -2.217549  -1.702978  -0.094
C  -4.465540  -2.543689  -0.929351  -0.629
C  -4.819258  -2.626029  0.573554  -0.083
C  -3.936592  -3.905454  -1.436833  -0.092
Si  -3.180463  -1.133715  -1.269676  0.585
C  -2.543104  -1.290255  -3.021619  -0.124
C  -3.946707  0.504097  -0.832004  -0.141
O  -1.845355  -1.230882  -0.134995  -0.078
C  -0.595184  -1.670532  -0.444249  -0.250
C  -0.406330  -3.157340  -0.477915  0.016
C  0.343042  -0.693954  -0.980637  -0.013
H  -5.591295  -2.204841  -2.790423  0.087
H  -6.459955  -3.026081  -1.472694  0.093
H  -6.203756  -1.266176  -1.386727  0.080
H  -3.947556  -2.912714  1.186156  0.082
H  -5.253967  -1.677214  0.934207  0.085
H  -5.584115  -3.415526  0.657713  0.090
H  -3.027215  -4.231995  -0.903828  0.063
H  -4.736632  -4.629273  -1.226946  0.091
H  -3.764878  -3.890451  -2.529941  0.081
H  -3.295238  -0.911444  -3.709265  0.052
H  -1.624511  -0.718320  -3.182822  0.029
H  -2.343723  -2.330240  -3.290553  0.036
H  -4.892639  0.705656  -1.374424  0.050
H  -4.154637  0.529522  0.254011  0.051
H  -3.249365  1.331231  -1.077839  0.046
H  0.677656  -3.310435  -0.697682  0.109
H  -0.695073  -3.618093  0.505346  0.129
H  -1.071745  -3.659676  -1.239448  0.107
H  0.953981  -1.262119  -1.769054  0.156
H  -0.246434  0.273874  -1.218804  0.158
C  3.159556  5.550987  -3.748228  -0.045
O  2.498525  4.387579  -4.339400  -0.085
C  1.835223  3.555686  -3.474812  -0.241
C  1.544511  2.237268  -3.955490  0.017
C  1.493778  1.147690  -3.085903  -0.032
C  1.584414  1.420633  -1.708945  -0.256
C  1.793000  0.272087  -0.717408  -0.179
C  2.254344  0.532145  0.649623  -0.079
C  1.956274  -0.400466  1.593847  -0.042
C  2.276363  -0.190458  2.973910  -0.233
C  2.259261  -1.247622  3.920528  -0.026
C  2.952396  -1.118167  5.109957  0.013
C  3.531578  0.143742  5.427367  -0.257
O  4.101260  0.310620  6.647624  -0.084
C  4.484849  1.659436  7.023267  -0.052
C  3.494803  1.223531  4.519724  -0.016
C  2.754535  1.094524  3.365940  -0.022
C  1.515697  2.718530  -1.222401  -0.029
C  1.785455  3.794161  -2.077968  -0.003
H  3.428199  6.157464  -4.611445  0.094
H  2.490359  6.118424  -3.086183  0.084
H  4.058383  5.258319  -3.168102  0.107
H  1.446969  2.109004  -5.019174  0.115
H  1.428036  0.093814  -3.465365  0.131
H  2.646543  -0.360571  -1.095258  0.156
H  2.885435  1.408339  0.797936  0.119
H  1.435947  -1.315497  1.265409  0.114
H  1.828947  -2.208095  3.669478  0.109
H  3.012505  -1.893820  5.850883  0.116
H  4.764657  1.585718  8.074957  0.097
H  5.338853  1.972170  6.401810  0.097
H  3.628045  2.335458  6.871426  0.098
H  3.956875  2.185612  4.749062  0.105
H  2.658373  1.937107  2.672618  0.108
H  1.338852  2.945721  -0.172742  0.122
H  2.035407  4.768576  -1.646817  0.107

Atoms 1-3, force components in eV/Å:
0.0 0.0 0.0
1.1 0.6 0.0
0.1 -0.2 -0.4


Question: Which of these has the lowest total charge?
Answer: H2N3O2S


Question: What is the total charge in the third record?
Answer: -1


Question: Which value of total charge does entry 3 give?
Answer: -1


Question: Look up the total charge of the second one.
Answer: +1